Density functional theory data (the ωB97M-V functional and the def2-TZVPD basis) for 2 unconnected molecules or ions with the total composition C17H30F5NO6P.

Largest force on an atom ... 0.067 Eh/bohr
E_HOMO ... -10.778 eV
Total charge ... +1

Each line ends with the natural charge from an NBO analysis.
CARTESIAN COORDINATES (ANGSTROEM)
C (6.45, 0.27, 0.22)  -0.617
C (5.49, 0.30, -1.03)  -0.414
C (3.99, 0.39, -0.57)  -0.730
P (3.06, -1.23, -0.64)  1.650
C (2.59, -1.55, 1.12)  -0.858
C (3.87, -1.93, 1.95)  0.418
O (4.13, -3.07, 2.13)  -0.451
N (1.66, -0.89, -1.54)  -0.877
C (0.82, 0.17, -0.92)  0.726
C (0.79, 1.51, -1.68)  -0.725
O (0.17, 0.02, 0.04)  -0.482
C (0.87, -2.08, -1.95)  0.687
C (-0.05, -2.89, -1.04)  -0.731
O (0.94, -2.38, -3.08)  -0.432
C (4.11, -2.62, -1.34)  0.385
F (5.29, -2.71, -0.73)  -0.268
F (4.32, -2.33, -2.63)  -0.287
C (3.47, -4.07, -1.31)  0.922
F (4.47, -4.92, -1.14)  -0.286
F (2.92, -4.40, -2.45)  -0.272
F (2.64, -4.26, -0.30)  -0.301
H (7.40, -0.25, 0.01)  0.244
H (5.95, -0.10, 1.13)  0.190
H (6.71, 1.32, 0.43)  0.228
H (5.72, 1.25, -1.53)  0.238
H (5.71, -0.49, -1.75)  0.227
H (3.47, 1.13, -1.20)  0.280
H (3.98, 0.76, 0.46)  0.266
H (1.90, -2.40, 1.22)  0.293
H (2.15, -0.65, 1.58)  0.291
H (4.52, -1.15, 2.40)  0.144
H (0.83, 2.37, -0.99)  0.261
H (-0.13, 1.51, -2.29)  0.278
H (1.64, 1.57, -2.39)  0.231
H (-0.33, -3.83, -1.55)  0.272
H (0.35, -3.11, -0.04)  0.230
H (-1.00, -2.33, -0.91)  0.269
C (-7.42, 2.05, 2.12)  -0.254
O (-6.30, 1.28, 1.71)  -0.549
C (-6.36, 0.81, 0.38)  -0.091
C (-5.11, 1.15, -0.43)  -0.078
O (-4.86, 2.53, -0.66)  -0.540
C (-4.56, 3.37, 0.45)  -0.082
C (-3.28, 3.06, 1.21)  -0.089
O (-3.32, 1.81, 1.88)  -0.543
C (-2.21, 0.98, 1.64)  -0.249
H (-8.17, 1.40, 2.58)  0.178
H (-7.08, 2.77, 2.86)  0.189
H (-7.86, 2.60, 1.29)  0.171
H (-7.25, 1.18, -0.14)  0.176
H (-6.43, -0.28, 0.43)  0.179
H (-5.25, 0.72, -1.42)  0.186
H (-4.23, 0.67, -0.02)  0.165
H (-5.41, 3.44, 1.12)  0.184
H (-4.44, 4.37, 0.03)  0.189
H (-3.15, 3.83, 1.98)  0.185
H (-2.42, 3.13, 0.53)  0.158
H (-1.78, 1.13, 0.65)  0.163
H (-2.54, -0.06, 1.71)  0.186
H (-1.44, 1.15, 2.41)  0.167